{
  "formula": "C3H3N2S",
  "method": "wB97M-V/def2-TZVPD",
  "elements": ["C", "C", "C", "N", "N", "S", "H", "H", "H"],
  "positions_angstrom": [[0.07708, -0.98709, -0.41864], [1.03470, 1.27164, -0.00572], [-1.29356, -0.74992, 0.09861], [1.83759, 0.27955, -0.05302], [1.26534, -0.88552, -0.29113], [-0.69733, 1.11565, -0.32125], [1.35497, 2.20814, 0.26797], [-2.18303, -1.28361, -0.42010], [-1.39576, -0.96882, 1.14328]],
  "mulliken_charge": [0.37, 0.00, -0.29, -0.36, 0.08, 0.03, 0.46, 0.38, 0.32],
  "charge": 1,
  "de_lowest_ev": 3.569,
  "e_lumo_ev": -6.668,
  "homo_ev": -15.861
}

***

{
  "formula": "C27H30Br2MoN4O2SSe4Si",
  "method": "wB97M-V/def2-TZVPD",
  "elements": ["Mo", "Se", "Se", "Se", "Se", "C", "C", "C", "C", "C", "C", "C", "S", "O", "O", "N", "C", "C", "C", "C", "C", "N", "H", "H", "H", "H", "H", "H", "H", "H", "H", "H", "H", "Br", "C", "C", "C", "N", "C", "C", "C", "C", "C", "Br", "C", "C", "N", "H", "H", "H", "H", "H", "H", "C", "Si", "C", "C", "C", "H", "H", "H", "H", "H", "H", "H", "H", "H", "H", "H", "C", "H", "H"],
  "positions_angstrom": [[1.57885, 0.19729, -0.33402], [-2.11913, 2.72731, 1.60013], [-0.35722, 3.20023, 2.98053], [1.41037, 4.01447, 1.67295], [2.93628, 2.28453, 1.45559], [-7.15139, -0.25689, 1.59447], [-6.02367, -0.08066, 0.60971], [-4.69940, -0.10753, 1.02896], [-3.66806, 0.01222, 0.11085], [-3.95762, 0.12960, -1.23680], [-5.27102, 0.20053, -1.66840], [-6.29752, 0.10860, -0.74237], [-2.62980, -0.11994, -2.41462], [-3.03450, 0.49449, -3.66757], [-2.50157, -1.56327, -2.45782], [-1.31149, 0.44745, -1.71736], [-0.68861, 1.59797, -1.98737], [-1.15491, 2.61168, -2.87132], [-0.46271, 3.77855, -3.02318], [0.72063, 3.97990, -2.30391], [1.16433, 2.95719, -1.51384], [0.52614, 1.77693, -1.35762], [-6.76159, -0.42921, 2.59707], [-7.77430, -1.10765, 1.31010], [-7.78606, 0.63126, 1.62332], [-4.47041, -0.22884, 2.08000], [-2.63455, 0.01185, 0.42173], [-5.47217, 0.31014, -2.72667], [-7.33231, 0.16137, -1.06462], [-2.06674, 2.42596, -3.41059], [-0.82260, 4.54296, -3.70222], [1.29245, 4.89401, -2.36894], [2.10872, 3.05110, -0.99193], [6.72068, -3.03301, 2.76572], [5.33123, -2.01679, 1.95417], [4.21392, -1.63786, 2.71852], [3.18760, -1.00572, 2.06054], [3.15678, -0.74700, 0.74562], [4.34978, -0.94138, 0.05921], [5.42537, -1.64505, 0.65165], [4.40941, -0.29485, -1.18757], [5.55027, -0.24826, -2.02306], [5.46711, 0.42383, -3.20444], [7.00395, 0.57077, -4.31855], [4.26341, 1.01522, -3.60935], [3.19659, 0.93912, -2.73922], [3.24124, 0.36448, -1.52921], [4.15455, -1.83859, 3.77635], [2.32476, -0.68226, 2.61646], [6.30566, -1.87579, 0.06978], [6.46631, -0.73040, -1.71866], [4.16474, 1.50920, -4.56276], [2.25414, 1.37293, -3.04069], [-1.32268, -2.83995, 1.10869], [-0.45126, -1.58727, 2.23754], [0.75354, -2.66400, 3.25396], [-1.63363, -0.84905, 3.53301], [0.37433, -0.16542, 1.33542], [-2.17721, -3.29352, 1.61659], [-0.63095, -3.64186, 0.84078], [-1.68749, -2.40042, 0.17999], [0.21195, -3.49809, 3.70771], [1.23068, -2.10453, 4.06146], [1.53830, -3.07298, 2.61592], [-2.35240, -1.57509, 3.92256], [-2.18467, -0.00198, 3.11632], [-1.05703, -0.46745, 4.37912], [0.27597, 0.72265, 1.97547], [-0.16934, 0.05740, 0.37340], [1.05084, -1.27176, -1.50618], [1.56071, -1.57243, -2.42767], [0.19442, -1.92643, -1.33280]],
  "mulliken_charge": [0.09, -0.53, -0.29, -0.22, -0.33, -1.52, 1.04, -0.92, -0.40, 0.33, -0.64, -0.66, 1.15, -0.79, -0.71, 0.14, 0.20, -0.94, -0.53, -1.08, -0.72, 0.88, 0.34, 0.33, 0.33, 0.22, 0.41, 0.45, 0.35, 0.50, 0.38, 0.44, 0.68, -0.25, 0.04, -1.09, -0.98, 0.46, 0.79, -1.32, 0.49, -1.32, 0.07, -0.24, -1.15, -0.11, 0.60, 0.42, 1.22, 0.43, 0.40, 0.44, 0.41, -0.92, 0.26, -1.21, -0.92, 1.21, 0.35, 0.35, 0.17, 0.41, 0.31, 0.30, 0.37, 0.07, 0.29, 0.19, -0.52, -0.61, 0.34, 0.29],
  "charge": -2,
  "de_lowest_ev": 1.605,
  "e_lumo_ev": [3.555, 3.553],
  "spin_multiplicity": 3,
  "homo_ev": [-0.875, -0.894]
}

***

{
  "formula": "C25H28CeF5O3",
  "method": "wB97M-V/def2-TZVPD",
  "elements": ["O", "C", "C", "H", "H", "C", "H", "H", "C", "H", "H", "H", "C", "H", "H", "H", "Ce", "C", "C", "C", "H", "C", "C", "H", "H", "H", "H", "C", "C", "C", "H", "C", "C", "H", "H", "H", "H", "O", "C", "C", "H", "H", "C", "H", "H", "C", "H", "H", "H", "H", "F", "C", "C", "F", "C", "F", "C", "O", "C", "F", "C", "F"],
  "positions_angstrom": [[0.33835, -0.07700, -4.23906], [0.30140, 1.17054, -5.03424], [0.14717, 0.43415, -6.35304], [1.22859, 1.77051, -4.95101], [-0.59135, 1.77207, -4.80053], [0.24300, -0.83028, -5.48368], [0.97025, 0.54261, -7.05567], [-0.82804, 0.57930, -6.81826], [1.53076, -1.58614, -5.70270], [2.37543, -0.92024, -5.47973], [1.60031, -1.93137, -6.73787], [1.52735, -2.45122, -5.03414], [-1.00376, -1.68342, -5.59734], [-1.92191, -1.14445, -5.32846], [-0.89578, -2.58583, -4.98982], [-1.12095, -2.00247, -6.64106], [-0.14810, -0.25998, 1.66229], [-2.25993, -1.00049, 2.94939], [-2.25840, 0.41544, 3.15341], [-2.52447, 1.05137, 1.90382], [-2.13866, 0.91843, 4.11489], [-2.67959, 0.02420, 0.91370], [-2.51121, -1.24320, 1.55786], [-2.56368, -2.21870, 1.07299], [-2.13079, -1.75257, 3.73007], [-2.62943, 2.13031, 1.75281], [-2.94420, 0.17402, -0.13301], [0.99976, -2.29452, 3.07815], [0.00384, -2.87129, 2.23642], [0.41067, -2.69236, 0.87266], [-0.87285, -3.41970, 2.57886], [1.67204, -2.00573, 0.88380], [2.03624, -1.77321, 2.24477], [2.96601, -1.33276, 2.60163], [1.01061, -2.35466, 4.16569], [-0.11755, -3.07594, -0.00547], [2.26168, -1.74687, 0.00489], [0.87803, 0.64245, -0.93526], [-0.18040, -0.03455, -1.66090], [-1.20755, 0.99101, -2.11875], [-0.64367, -0.83713, -1.06170], [0.30776, -0.50849, -2.51242], [-0.34503, 2.25018, -2.20890], [-1.98451, 1.10453, -1.34961], [-1.73255, 0.74809, -3.04784], [0.68580, 2.09238, -1.09225], [-0.92910, 3.16455, -2.21759], [0.24031, 2.24476, -3.13478], [0.27859, 2.53670, -0.16340], [1.66304, 2.54522, -1.32915], [1.70506, 2.31845, 8.50767], [1.45025, 1.86625, 7.26631], [2.01042, 2.50430, 6.15768], [2.81460, 3.57658, 6.31463], [1.69386, 2.07508, 4.88264], [2.21144, 2.69225, 3.79756], [0.80914, 1.00409, 4.67825], [0.48579, 0.64440, 3.45392], [0.28818, 0.35651, 5.81052], [-0.53209, -0.71865, 5.64225], [0.57750, 0.79254, 7.08401], [-0.02767, 0.22000, 8.14411]],
  "mulliken_charge": [-0.34, -0.66, -0.81, 0.23, 0.44, 1.35, 0.32, 0.32, -1.65, 0.39, 0.41, 0.36, -1.73, 0.35, 0.38, 0.40, 0.51, -0.37, -0.50, -0.71, 0.60, -0.39, -0.89, 0.58, 0.57, 0.52, 0.95, -0.24, -0.68, -0.42, 0.58, -0.48, -0.61, 0.49, 0.58, 0.59, 0.51, -0.53, 0.65, -0.50, 0.16, 0.13, -0.33, 0.10, 0.23, -0.60, 0.51, -0.11, 0.15, 0.42, -0.28, 0.50, 0.12, -0.27, 0.29, -0.28, -0.02, -0.02, 0.22, -0.33, 0.16, -0.28],
  "charge": 1,
  "de_lowest_ev": 0.000,
  "e_lumo_ev": [-4.539, -4.539],
  "homo_ev": [-11.467, -11.467]
}